No. 1
ORCA calculation (wB97M-V/def2-TZVPD) on the ion C4H11N2O with charge +1.

Its structure (SMILES) is N[C@@H](C=O)CC[NH3+]. For the relative energy (zero: lowest compared OMol25 entry of this formula, charge and spin), the calculation gives 145.8 kJ/mol. Its charge is +1. The LUMO energy is -3.38 eV. As for the max |F|: 1.3 eV/Å. The orbital gap comes out at 9.88 eV.

```
18
Properties=species:S:1:pos:R:3:forces:R:3:lowdin_charge:R:1
C -0.024766 0.927847 0.271417 -0.57 0.13 -0.52 -0.15
N -0.634642 -1.426497 0.055582 0.30 -1.18 -0.55 0.04
C -2.426515 0.276914 -0.132298 0.47 -0.11 0.24 -0.20
C -0.955347 -0.079783 -0.409542 -0.33 0.26 0.00 -0.36
H 1.356681 -1.173565 0.079895 -0.25 -0.37 0.03 0.12
H 2.924833 -0.515857 -0.163000 -0.04 -0.46 0.26 0.17
H 2.034458 1.702591 -0.080725 -0.04 0.13 0.27 0.13
H -0.800252 -0.074441 -1.494224 0.00 0.01 0.05 0.15
C 1.377107 0.867257 -0.283909 -0.05 -1.20 0.23 -0.11
H 1.356332 0.685727 -1.357933 0.07 0.17 -0.05 0.13
O -2.718610 0.944251 0.817020 -0.24 0.13 0.06 0.10
H -0.900794 -1.666325 1.006352 -0.22 0.54 0.06 0.11
H -3.185996 -0.156296 -0.803149 -0.04 -0.06 -0.06 0.14
H -0.436961 1.922241 0.096204 0.10 0.03 0.36 0.14
H -0.052637 0.672339 1.331194 0.08 0.56 0.19 0.13
H 2.139680 -0.351882 1.304583 0.03 0.03 -0.12 0.17
N 2.016192 -0.409940 0.291692 0.50 1.12 -0.56 0.18
H -1.068761 -2.144581 -0.529155 0.23 0.27 0.11 0.11
```
Positions in Å, forces in eV/Å.

No. 2
ORCA calculation (wB97M-V/def2-TZVPD) on a structure of composition C7H10Cl2O4RhY.

Its charge is +4. The LUMO energy (alpha / beta) is -16.17 / -21.14 eV. As for the max |F|: 10.4 eV/Å. The orbital gap (alpha / beta) comes out at 9.59 / 4.50 eV. Its spin multiplicity is 5.

```
25
Properties=species:S:1:pos:R:3:forces:R:3:mulliken_spin:R:1
H 2.582102 1.405906 3.577987 -0.33 -0.37 -0.13 0.00
H 1.717880 -0.558783 2.344569 0.12 0.20 -0.19 0.01
H -0.974612 1.642663 0.317683 -0.01 -0.04 0.04 0.02
C 0.358307 -2.603976 -5.116567 2.24 -3.07 -4.91 0.00
C 1.098345 0.343315 2.420556 -0.25 -2.10 -0.21 0.06
C 2.014514 1.547457 2.646540 1.10 2.02 -0.12 0.18
O 0.776332 -3.091798 -6.077370 -2.07 2.35 4.60 0.00
Rh 0.526480 -1.234453 -0.724239 5.51 4.28 2.57 1.87
H -2.114489 -0.606059 1.010016 -0.10 0.00 0.04 -0.01
H 2.738363 1.666250 1.825464 -0.30 -0.26 0.19 0.00
Cl 1.706363 0.178132 -2.322115 -0.95 -1.12 0.43 0.17
C -2.079319 0.301830 1.621661 -0.42 -0.64 0.37 0.12
Cl -2.291502 0.083115 -2.512209 -2.15 1.44 0.53 0.96
O 0.344455 0.405930 1.200784 -0.03 0.05 1.58 0.60
H -2.987090 0.877267 1.421332 0.13 0.13 -0.07 -0.01
H -0.746956 1.937727 2.072767 0.02 -0.23 -0.22 0.01
O 0.558747 0.785934 -5.852641 -1.75 -3.24 3.50 0.00
H 0.420061 0.227241 3.286387 -0.23 0.53 -0.23 0.05
H -2.103152 0.031768 2.684084 0.13 -0.10 -0.20 0.01
H 1.430104 2.471147 2.749041 -0.05 -0.27 0.00 0.01
Y -0.338491 -1.274907 -3.052941 0.57 -1.68 -4.13 0.01
C 0.170882 0.073854 -5.034885 1.79 4.26 -4.26 0.01
C -0.876845 1.164382 1.299426 0.12 1.52 -0.13 0.00
O -1.357192 -3.259329 0.328908 3.94 3.47 -2.00 0.06
C -0.573288 -2.514614 -0.114241 -7.04 -7.12 2.93 -0.12
```
Positions in Å, forces in eV/Å.

No. 3
ORCA calculation (wB97M-V/def2-TZVPD) on a structure of composition C11H23BEuF4NO2P2.

Its charge is +2. The LUMO energy (alpha / beta) is -9.87 / -7.40 eV. As for the max |F|: 2.8 eV/Å. The orbital gap (alpha / beta) comes out at 6.09 / 8.57 eV. Its spin multiplicity is 7.

```
45
Properties=species:S:1:pos:R:3:forces:R:3:mulliken_spin:R:1
H -4.448937 1.533025 -0.626171 0.03 -0.27 -0.27 0.00
C 2.500843 1.482469 2.828647 -0.92 0.94 0.63 0.00
B -1.082912 3.979960 0.223389 -1.11 0.27 0.32 0.00
C -4.219993 0.917276 -1.509566 0.26 0.72 0.06 0.00
F -2.295819 3.796584 -0.474527 1.41 0.23 0.54 0.00
H -4.212111 1.594684 -2.373382 -0.09 -0.21 0.15 0.00
H 1.636342 -3.059908 2.300692 -0.20 0.02 -0.03 0.00
O 1.027063 1.111136 -2.877852 0.90 0.61 2.51 0.00
C 2.108821 -0.729576 1.359917 1.31 0.01 0.15 0.00
C 0.735787 -2.636467 1.864242 -0.50 -0.49 -0.26 0.00
H 2.399470 -0.870647 2.389551 -0.22 0.26 0.70 0.00
H 1.846032 0.857469 3.464137 0.20 0.43 -0.36 0.00
H 4.106992 2.223340 0.168144 0.28 -0.22 0.09 0.00
H 2.796862 -1.332591 -2.397578 -0.57 1.68 -0.94 0.00
H -3.274149 -0.293432 0.888996 0.29 -0.13 -0.20 0.00
C -2.521540 -1.035339 -2.663667 0.55 0.13 -0.57 0.00
H -4.970633 0.133520 -1.654704 0.14 0.12 0.08 0.00
C -1.601932 -2.719105 1.331428 0.79 0.29 0.01 0.00
F -0.932646 2.658502 0.990788 0.65 -0.71 -1.13 0.00
C -1.459429 -1.485071 0.711084 -1.30 -0.45 0.13 0.00
C 0.815372 -1.398591 1.231382 -1.07 -1.15 0.67 0.00
H 3.548998 1.313235 3.137396 -0.52 0.15 -0.35 0.00
H 4.120093 0.534759 -0.375991 0.09 0.04 0.05 0.00
P -2.570101 0.169369 -1.332789 -0.79 -0.02 -0.06 -0.04
N -0.283931 -0.816374 0.703798 0.33 0.71 -1.29 -0.02
H -0.563719 -4.270753 2.404897 0.06 -0.15 0.11 0.00
O 3.201506 -2.082192 -2.030855 0.16 -1.51 0.78 0.00
H 2.676015 -2.799470 -2.414662 0.39 -0.20 0.16 0.00
H -1.651151 -1.672998 -2.567679 0.21 -0.28 0.05 0.00
H 2.197385 2.526897 2.969911 0.37 -0.15 0.34 0.00
H -2.590225 -3.154560 1.360708 0.13 -0.26 0.05 0.00
C -2.769668 -0.896038 0.109180 0.56 -0.26 1.31 0.00
H -3.478380 -1.717728 -0.108961 0.44 0.33 -0.01 0.00
H 0.668402 0.587124 -3.601830 1.03 -0.40 -0.43 0.00
P 2.251243 1.063074 1.070895 0.99 -0.85 0.82 -0.02
H -3.404357 -1.648849 -2.655798 -0.44 -0.31 0.07 0.00
H 2.979320 -1.271974 0.987219 -0.35 -0.19 -1.17 0.00
H -2.463321 -0.549901 -3.633611 -0.04 0.13 -0.15 0.00
F -0.967761 4.956130 1.148425 0.03 -0.61 -1.25 0.00
Eu -0.014348 1.311418 -0.739101 -1.15 1.98 1.56 6.10
H 4.693478 0.943563 1.263844 -0.18 -0.07 -0.05 0.00
H 1.962625 0.999320 -2.501435 -1.39 -0.33 -2.27 0.00
F 0.017376 3.880514 -0.775465 -0.55 -1.05 0.72 0.00
C -0.474914 -3.315206 1.916388 -0.29 0.60 -0.32 0.00
C 3.961950 1.183402 0.490567 0.07 0.62 -0.93 0.00
```
Positions in Å, forces in eV/Å.